Density functional theory data (ωB97M-V with the def2-TZVPD basis set) for a cluster of 2 separate species, C6H13N in total at a distorted geometry.

Properties
* 2S+1: 2
* charge: -1
* energy above the lowest of the compared OMol25 structures with the same formula, charge and spin: 86.8 kcal/mol
* HOMO-LUMO gap (alpha / beta): 4.989 / 4.221 eV
* E_HOMO (alpha / beta): -0.047 / -0.045 hartree

Element x y z (Å)
C (-0.794, 1.737, -0.346)
C (-0.010, 0.954, 0.689)
C (1.425, 0.738, 0.463)
C (-2.262, -1.207, -0.187)
N (-2.752, -0.188, 0.687)
C (1.987, -0.308, -0.181)
C (3.434, -0.786, -0.230)
H (-1.779, 1.491, -0.121)
H (-0.539, 2.772, -0.008)
H (-0.639, 1.673, -1.402)
H (-0.100, 1.582, 1.625)
H (-0.614, 0.167, 1.041)
H (-1.210, -1.434, -0.090)
H (-3.624, -0.633, 1.121)
H (-2.466, -0.997, -1.239)
H (-2.799, -2.118, -0.144)
H (1.323, -0.956, -0.732)
H (3.890, -0.367, -1.146)
H (3.484, -1.895, -0.277)
H (4.046, -0.223, 0.476)

Density functional theory data (ωB97M-V with the def2-TZVPD basis set) for the molecule C6H13N at a distorted geometry.

Properties
* energy above the lowest of the compared OMol25 structures with the same formula, charge and spin: 15.7 kcal/mol
* HOMO-LUMO gap: 10.456 eV
* E_HOMO: -0.343 hartree

Element x y z (Å)
C (-1.305, 1.628, 0.954)
C (0.038, 0.995, 0.626)
C (0.031, -0.511, 0.886)
C (0.649, -1.325, -0.249)
C (0.178, -1.994, -2.582)
C (-0.116, -1.231, -1.557)
N (1.162, 1.621, 1.361)
H (-2.097, 1.092, 0.423)
H (-1.330, 2.677, 0.678)
H (-1.545, 1.573, 2.028)
H (0.246, 1.185, -0.434)
H (-0.975, -0.883, 1.101)
H (0.620, -0.706, 1.786)
H (1.684, -1.006, -0.374)
H (0.668, -2.368, 0.045)
H (-0.367, -1.955, -3.522)
H (0.985, -2.732, -2.586)
H (-0.921, -0.500, -1.567)
H (0.806, 2.095, 2.185)
H (1.590, 2.343, 0.795)

Density functional theory data (ωB97M-V with the def2-TZVPD basis set) for a cluster of 3 separate species, C6H13N in total at a distorted geometry.

Properties
* energy above the lowest of the compared OMol25 structures with the same formula, charge and spin: 127.9 kcal/mol
* HOMO-LUMO gap (alpha / beta): 7.700 / 6.891 eV
* E_HOMO (alpha / beta): -0.250 / -0.224 hartree

Element x y z (Å)
C (0.530, 0.237, -0.467)
C (-0.053, 0.636, 0.710)
C (0.186, -1.414, 1.143)
C (1.994, 0.273, -0.738)
C (-1.157, -2.040, 0.889)
C (-1.207, 2.396, -1.344)
N (-0.045, 2.410, -0.879)
H (-0.104, -0.220, -1.222)
H (-1.131, 0.674, 0.797)
H (0.543, 1.152, 1.452)
H (1.017, -1.920, 0.657)
H (0.437, -1.236, 2.186)
H (2.173, 1.056, -1.480)
H (2.347, -0.673, -1.153)
H (2.569, 0.516, 0.156)
H (-1.920, 1.537, -1.246)
H (-1.633, 3.249, -1.906)
H (-1.158, -3.111, 1.123)
H (-1.943, -1.572, 1.486)
H (-1.444, -1.951, -0.165)

Copy entry 3 word for word.
Density functional theory data (ωB97M-V with the def2-TZVPD basis set) for a cluster of 3 separate species, C6H13N in total at a distorted geometry.

Properties
* energy above the lowest of the compared OMol25 structures with the same formula, charge and spin: 127.9 kcal/mol
* HOMO-LUMO gap (alpha / beta): 7.700 / 6.891 eV
* E_HOMO (alpha / beta): -0.250 / -0.224 hartree

Element x y z (Å)
C (0.530, 0.237, -0.467)
C (-0.053, 0.636, 0.710)
C (0.186, -1.414, 1.143)
C (1.994, 0.273, -0.738)
C (-1.157, -2.040, 0.889)
C (-1.207, 2.396, -1.344)
N (-0.045, 2.410, -0.879)
H (-0.104, -0.220, -1.222)
H (-1.131, 0.674, 0.797)
H (0.543, 1.152, 1.452)
H (1.017, -1.920, 0.657)
H (0.437, -1.236, 2.186)
H (2.173, 1.056, -1.480)
H (2.347, -0.673, -1.153)
H (2.569, 0.516, 0.156)
H (-1.920, 1.537, -1.246)
H (-1.633, 3.249, -1.906)
H (-1.158, -3.111, 1.123)
H (-1.943, -1.572, 1.486)
H (-1.444, -1.951, -0.165)

Q: Which of these has the lowest energy above the lowest of the compared OMol25 structures with the same formula, charge and spin?
A: number 2

Q: Among the records above, which one has the highest energy above the lowest of the compared OMol25 structures with the same formula, charge and spin?
A: number 3

Q: Among the records above, which one has the highest energy above the lowest of the compared OMol25 structures with the same formula, charge and spin?
A: number 3